(1)
A molecular structure, C38H35AgN3O4P, computed with wB97M-V/def2-TZVPD.

Orbital gap   5.61 eV
LUMO   4.3 eV
Charge   -2

```
82
Properties=species:S:1:pos:R:3:forces:R:3:lowdin_charge:R:1
Ag -0.05100 -0.08160 0.00100 -0.180 0.397 -0.240 0.77
O 1.03100 -2.13440 5.16680 -0.230 -0.403 -0.003 -0.11
C 1.66960 -1.03880 5.23820 0.065 0.079 0.002 -0.41
C 2.27940 -0.64170 6.46540 0.046 -0.046 0.307 -0.06
C 2.99040 0.52010 6.60010 0.018 0.012 0.133 -0.15
C 3.15530 1.37860 5.51530 0.215 0.445 -0.069 -0.15
C 2.57990 1.03890 4.31070 0.009 0.010 -0.126 -0.07
C 1.84550 -0.12870 4.13930 0.111 0.009 0.419 -0.08
C 1.31140 -0.38740 2.79900 0.045 -0.007 -0.631 -0.42
O 1.51700 0.37680 1.84250 -0.086 -0.019 0.191 -0.06
N 0.62910 -1.54520 2.68370 0.204 -0.449 0.834 0.06
N 0.03560 -1.92330 1.52730 -0.254 -0.003 -0.611 0.03
C -0.24300 -3.17300 1.40700 0.414 0.470 0.778 -0.10
C -0.91480 -3.78600 0.30840 -0.263 -0.128 -0.531 -0.19
C -0.95550 -5.18330 0.27010 0.051 0.061 0.113 -0.10
C -1.55330 -5.88370 -0.75160 0.082 -0.529 0.037 -0.17
C -2.11130 -5.16960 -1.81750 -0.033 -0.025 -0.077 -0.15
C -2.09720 -3.80370 -1.81980 -0.127 -0.062 -0.315 -0.05
C -1.54040 -3.02420 -0.75080 -0.221 0.077 0.087 -0.44
O -1.63950 -1.77370 -0.76750 -0.078 -0.084 -0.037 -0.11
H 0.59620 -2.12530 3.55340 0.038 0.198 -0.109 0.10
H 2.15710 -1.30990 7.30910 -0.047 -0.077 0.010 0.09
H 3.42580 0.77940 7.56160 0.016 -0.040 0.004 0.08
H 3.72950 2.29240 5.61100 -0.007 0.029 0.015 0.07
H 2.68980 1.67470 3.44090 0.040 0.017 -0.017 0.09
H 0.06630 -3.85580 2.21620 -0.017 0.145 -0.090 0.13
H -0.47790 -5.73120 1.07700 -0.022 0.002 0.098 0.09
H -1.58250 -6.96800 -0.73550 0.048 0.033 -0.012 0.07
H -2.55380 -5.71600 -2.64670 -0.027 0.065 -0.006 0.08
H -2.52530 -3.24280 -2.64240 -0.022 0.040 0.002 0.10
C 5.06740 0.99650 -5.72520 -0.016 0.103 0.039 -0.12
C 4.96470 2.17060 -4.99010 0.226 -0.038 -0.380 -0.12
C 4.18840 2.20670 -3.84880 -0.230 -0.171 0.281 -0.13
C 3.49680 1.07560 -3.41190 0.017 0.051 -0.163 -0.38
C 3.61460 -0.10090 -4.15600 -0.066 0.180 0.179 -0.08
C 4.38830 -0.13710 -5.29800 0.174 -0.060 -0.259 -0.10
P 2.40340 1.22240 -1.93180 -0.062 -0.284 -0.076 1.08
C 2.48760 -0.53730 -1.42390 0.084 0.110 0.026 -0.43
C 3.59280 -0.91080 -0.66710 -0.159 -0.012 -0.002 -0.12
C 3.76640 -2.22990 -0.27990 0.189 0.035 0.059 -0.10
C 2.83860 -3.18530 -0.65220 -0.065 -0.133 -0.031 -0.10
C 1.73930 -2.82420 -1.41690 0.033 -0.091 -0.055 -0.09
C 1.55240 -1.50370 -1.79200 0.292 -0.155 -0.272 -0.14
C 0.74800 1.32810 -2.71650 0.307 0.250 0.409 -0.45
C 0.58620 1.72020 -4.03950 0.049 0.078 -0.162 -0.13
C -0.69270 1.86420 -4.54780 0.044 0.092 -0.295 -0.14
C -1.77810 1.63780 -3.71760 -0.240 0.035 -0.086 -0.14
C -1.59000 1.28400 -2.39200 0.133 0.024 0.259 -0.15
C -0.31650 1.11710 -1.81970 -0.015 -0.285 -0.143 -0.22
H 5.66730 0.96880 -6.62600 0.040 -0.013 -0.023 0.09
H 5.49330 3.05900 -5.31560 0.008 0.021 -0.008 0.09
H 4.10480 3.12450 -3.27920 -0.005 0.034 0.049 0.09
H 3.08770 -0.98940 -3.83370 -0.010 -0.007 0.003 0.10
H 4.46020 -1.05620 -5.86760 0.011 -0.017 -0.014 0.09
H 4.31280 -0.15540 -0.38140 0.052 0.053 0.106 0.10
H 4.62680 -2.51080 0.31450 0.018 0.005 0.053 0.09
H 2.96840 -4.21620 -0.34960 -0.015 -0.056 0.043 0.09
H 1.01900 -3.57210 -1.71350 -0.093 -0.061 -0.010 0.10
H 0.71450 -1.23680 -2.41930 -0.134 0.035 0.071 0.10
H 1.44630 1.91510 -4.67350 -0.040 -0.062 -0.029 0.08
H -0.84010 2.14560 -5.58540 -0.005 0.008 -0.016 0.08
H -2.78300 1.72670 -4.12060 -0.039 0.034 0.022 0.08
H -2.46500 1.12830 -1.77160 -0.061 -0.091 0.022 0.08
O -1.28950 2.02060 1.72500 0.168 -0.083 0.193 0.08
C -1.08030 3.19620 1.57280 -0.892 0.395 0.336 -0.51
C -1.41930 4.24610 2.63390 0.174 -0.118 -0.009 -0.11
C -0.13260 5.05180 2.90550 -0.030 -0.021 0.127 -0.20
C 1.15940 4.21930 2.76040 0.123 0.282 -0.038 -0.19
C 1.77620 4.19080 1.35320 -0.119 -0.265 0.008 -0.18
C 0.95320 3.36360 0.35740 0.475 0.031 -0.041 -0.23
N -0.44390 3.73620 0.47490 -0.276 0.239 -0.526 0.06
H -1.74520 3.72410 3.53360 -0.041 -0.039 -0.072 0.11
H -2.23060 4.90050 2.30150 -0.012 -0.040 -0.032 0.11
H -0.18330 5.45050 3.92270 -0.018 0.043 -0.040 0.10
H -0.08110 5.91620 2.23350 0.030 0.014 0.059 0.10
H 0.96900 3.19230 3.07480 0.044 -0.090 0.149 0.11
H 1.90570 4.63750 3.44280 -0.026 -0.120 0.029 0.10
H 2.77270 3.75140 1.41990 0.117 0.050 -0.056 0.11
H 1.88510 5.22060 0.98770 0.033 0.025 0.002 0.10
H 1.03230 2.29710 0.58310 0.060 0.148 -0.123 0.06
H 1.28960 3.53290 -0.66670 -0.003 -0.149 0.093 0.08
H -0.54770 4.74340 0.41420 -0.021 -0.134 0.188 0.12
```
Positions in Å, forces in eV/Å.

---

(2)
2 unconnected molecules or ions with the total composition C3H3N3O4, computed with wB97M-V/def2-TZVPD.

Orbital gap (alpha / beta)   9.84 / 9.84 eV
LUMO (alpha / beta)   0.2 / 0.2 eV

```
13
Properties=species:S:1:pos:R:3:forces:R:3:nbo_charge:R:1
C -0.76438 -0.54006 -1.18725 0.766 1.561 0.550 0.42
C 2.04492 -1.55047 -0.13753 0.063 -0.018 0.131 1.05
C -0.98901 1.65676 0.75985 0.002 -2.330 -2.609 0.45
N -0.00652 -1.06566 -1.83227 1.494 -1.563 -2.633 -0.29
N -1.28660 0.17069 -0.17124 -2.748 0.635 4.289 0.10
N 0.12381 1.95689 0.20511 0.633 1.994 1.528 -0.81
O 2.25851 -0.42436 -0.04969 0.315 1.567 0.048 -0.56
O 1.86583 -2.67535 -0.20604 -0.211 -1.532 -0.055 -0.49
O -2.51476 -0.08366 -0.10097 -2.293 -0.090 -0.645 -0.54
O -0.57754 -0.57924 1.00467 0.468 -0.723 0.942 -0.67
H 0.53259 2.72104 0.74252 0.720 -0.001 -0.729 0.42
H -1.34718 -1.02266 1.44256 0.426 0.547 -0.688 0.49
H 0.66032 1.43608 -0.46973 0.364 -0.047 -0.130 0.44
```
Positions in Å, forces in eV/Å.

---

Sequential energy output: -65923.1219; -15812.3223 eV